(1)
Molecular formula: C29H23F2N6O2RhS
Method: DFT, ωB97M-V/def2-TZVPD

Each line ends with the natural charge from an NBO analysis.
Cartesian coordinates (Å):
Rh 0.99 -0.01 1.09  0.9692
N 4.13 0.45 4.11  -0.7548
C 3.09 0.17 3.29  0.2639
S 3.38 0.15 1.58  -0.1123
N 1.95 -0.18 3.84  -0.2826
N 0.92 -0.33 3.03  -0.3014
C -0.24 -0.92 3.58  0.2137
C -0.48 -0.97 5.01  -0.0236
C -0.18 0.13 5.84  -0.1794
C -0.42 0.06 7.20  -0.2155
C -0.95 -1.10 7.77  -0.1955
C -1.24 -2.19 6.96  -0.2065
C -1.00 -2.13 5.60  -0.2143
C -1.15 -1.41 2.62  0.1075
C -2.47 -1.83 2.88  -0.2036
C -3.31 -2.16 1.85  -0.1610
C -2.86 -2.06 0.53  -0.2613
C -1.56 -1.64 0.32  0.0913
N -0.73 -1.33 1.31  -0.4812
H 4.95 0.87 3.71  0.4099
H 3.94 0.59 5.09  0.4053
H 0.19 1.04 5.41  0.2302
H -0.20 0.91 7.83  0.2177
H -1.15 -1.14 8.83  0.2159
H -1.64 -3.09 7.40  0.2164
H -1.16 -3.01 4.99  0.2195
H -2.84 -1.84 3.90  0.2335
H -4.33 -2.47 2.05  0.2231
H -3.50 -2.29 -0.31  0.2301
H -1.17 -1.54 -0.69  0.2151
O 2.42 -1.66 -1.02  -0.6401
C 1.73 -0.81 -1.56  0.7771
N 1.51 -0.67 -2.89  -0.6344
C 0.56 0.39 -3.20  -0.0689
C 0.25 0.88 -1.75  0.6972
O -0.55 1.74 -1.44  -0.6380
N 1.00 0.16 -0.88  -0.7126
C -0.67 -0.14 -3.93  0.0687
C -1.94 0.38 -3.69  -0.2488
C -3.04 -0.10 -4.39  -0.1910
C -2.88 -1.10 -5.34  -0.2201
C -1.62 -1.62 -5.58  -0.2071
C -0.52 -1.14 -4.88  -0.2255
C 1.21 1.51 -4.04  0.0612
C 2.16 1.17 -5.00  -0.2230
C 2.75 2.14 -5.78  -0.2070
C 2.40 3.47 -5.63  -0.2141
C 1.44 3.82 -4.68  -0.2014
C 0.84 2.84 -3.90  -0.2274
H 1.93 -1.27 -3.57  0.4127
H -2.07 1.16 -2.96  0.2497
H -4.02 0.30 -4.20  0.2124
H -3.73 -1.47 -5.90  0.2134
H -1.49 -2.40 -6.32  0.2135
H 0.45 -1.56 -5.09  0.1992
H 2.45 0.13 -5.14  0.1989
H 3.49 1.86 -6.52  0.2128
H 2.86 4.23 -6.24  0.2132
H 1.17 4.86 -4.54  0.2138
H 0.10 3.12 -3.17  0.2418
F 1.10 2.54 2.49  -0.3742
C 0.35 1.98 1.48  0.3927
F -0.93 1.88 1.98  -0.3704
H 0.33 2.68 0.64  0.1560

Its lowest unoccupied orbital energy (alpha / beta) is 0.48 / -2.44 eV. As for the multiplicity: 5. For the total energy, the calculation gives -2306.35417 Eh. The highest occupied orbital energy (alpha / beta) is -6.28 / -8.68 eV. Its energy above the lowest of the compared OMol25 structures with the same formula, charge and spin is 0.658 eV. Its expectation value of S² is 6.04. The orbital gap (alpha / beta) comes out at 6.75 / 6.24 eV.

***

(2)
Molecular formula: C29H23N5O3PtS
Method: DFT, ωB97M-V/def2-TZVPD

Each line ends with the natural charge from an NBO analysis.
Cartesian coordinates (Å):
Pt -0.01 -0.24 0.53  1.1589
C 2.52 -3.75 1.38  -0.6861
C 1.48 -2.79 0.93  0.2439
N 1.23 -1.68 1.53  -0.3029
N 1.89 -1.37 2.68  -0.4662
C 1.62 -0.11 3.03  0.6095
O 0.91 0.71 2.38  -0.7273
C 2.20 0.36 4.32  -0.1541
C 1.97 1.68 4.70  -0.1671
C 2.49 2.17 5.89  -0.2222
C 3.22 1.33 6.72  -0.2010
C 3.45 0.01 6.35  -0.2417
C 2.94 -0.47 5.15  -0.1129
C 0.69 -3.06 -0.30  0.1777
C 1.04 -4.06 -1.19  -0.2274
C 0.27 -4.24 -2.33  -0.1422
C -0.84 -3.44 -2.54  -0.2523
C -1.12 -2.47 -1.60  0.0845
N -0.38 -2.28 -0.51  -0.4658
H 2.79 -3.54 2.41  0.2635
H 3.42 -3.65 0.77  0.2376
H 2.17 -4.78 1.30  0.2222
H 1.40 2.32 4.04  0.2333
H 2.31 3.20 6.18  0.2112
H 3.63 1.71 7.65  0.2107
H 4.03 -0.64 6.99  0.2105
H 3.11 -1.50 4.85  0.2215
H 1.91 -4.67 -1.01  0.2270
H 0.54 -5.00 -3.06  0.2221
H -1.47 -3.55 -3.42  0.2308
H -1.97 -1.81 -1.71  0.2071
O 1.29 1.78 -2.93  -0.9480
S 0.62 0.57 -2.52  2.3401
O 1.42 -0.57 -2.19  -0.9618
N -0.40 0.81 -1.31  -0.9967
C -1.15 1.98 -1.20  0.1550
C -1.38 2.93 -2.17  -0.2554
C -2.21 4.05 -1.91  -0.1740
C -2.81 4.24 -0.70  -0.2239
C -2.59 3.29 0.33  -0.0955
C -3.14 3.40 1.63  -0.1177
C -2.87 2.46 2.57  -0.2660
C -2.04 1.37 2.23  0.0874
N -1.53 1.24 1.03  -0.4606
C -1.77 2.17 0.07  0.1982
C -0.38 0.09 -3.90  -0.3539
C -1.74 -0.17 -3.78  -0.2117
C -2.46 -0.59 -4.90  -0.2100
C -1.82 -0.74 -6.12  -0.2053
C -0.46 -0.47 -6.23  -0.2288
C 0.26 -0.05 -5.13  -0.1189
H -0.91 2.84 -3.13  0.2394
H -2.36 4.77 -2.70  0.2176
H -3.43 5.10 -0.51  0.2133
H -3.77 4.26 1.86  0.2195
H -3.27 2.53 3.57  0.2281
H -1.79 0.61 2.95  0.2194
H -2.23 -0.04 -2.82  0.2300
H -3.52 -0.78 -4.81  0.2151
H -2.38 -1.06 -6.99  0.2158
H 0.03 -0.58 -7.19  0.2177
H 1.32 0.18 -5.21  0.2290

Its lowest unoccupied orbital energy (alpha / beta) is -0.19 / -0.67 eV. As for the multiplicity: 3. For the total energy, the calculation gives -2135.87292 Eh. The highest occupied orbital energy (alpha / beta) is -7.70 / -7.76 eV. Its expectation value of S² is 2.01. The orbital gap (alpha / beta) comes out at 7.51 / 7.09 eV.

***

Copy entry 2 word for word.
Molecular formula: C29H23N5O3PtS
Method: DFT, ωB97M-V/def2-TZVPD

Each line ends with the natural charge from an NBO analysis.
Cartesian coordinates (Å):
Pt -0.01 -0.24 0.53  1.1589
C 2.52 -3.75 1.38  -0.6861
C 1.48 -2.79 0.93  0.2439
N 1.23 -1.68 1.53  -0.3029
N 1.89 -1.37 2.68  -0.4662
C 1.62 -0.11 3.03  0.6095
O 0.91 0.71 2.38  -0.7273
C 2.20 0.36 4.32  -0.1541
C 1.97 1.68 4.70  -0.1671
C 2.49 2.17 5.89  -0.2222
C 3.22 1.33 6.72  -0.2010
C 3.45 0.01 6.35  -0.2417
C 2.94 -0.47 5.15  -0.1129
C 0.69 -3.06 -0.30  0.1777
C 1.04 -4.06 -1.19  -0.2274
C 0.27 -4.24 -2.33  -0.1422
C -0.84 -3.44 -2.54  -0.2523
C -1.12 -2.47 -1.60  0.0845
N -0.38 -2.28 -0.51  -0.4658
H 2.79 -3.54 2.41  0.2635
H 3.42 -3.65 0.77  0.2376
H 2.17 -4.78 1.30  0.2222
H 1.40 2.32 4.04  0.2333
H 2.31 3.20 6.18  0.2112
H 3.63 1.71 7.65  0.2107
H 4.03 -0.64 6.99  0.2105
H 3.11 -1.50 4.85  0.2215
H 1.91 -4.67 -1.01  0.2270
H 0.54 -5.00 -3.06  0.2221
H -1.47 -3.55 -3.42  0.2308
H -1.97 -1.81 -1.71  0.2071
O 1.29 1.78 -2.93  -0.9480
S 0.62 0.57 -2.52  2.3401
O 1.42 -0.57 -2.19  -0.9618
N -0.40 0.81 -1.31  -0.9967
C -1.15 1.98 -1.20  0.1550
C -1.38 2.93 -2.17  -0.2554
C -2.21 4.05 -1.91  -0.1740
C -2.81 4.24 -0.70  -0.2239
C -2.59 3.29 0.33  -0.0955
C -3.14 3.40 1.63  -0.1177
C -2.87 2.46 2.57  -0.2660
C -2.04 1.37 2.23  0.0874
N -1.53 1.24 1.03  -0.4606
C -1.77 2.17 0.07  0.1982
C -0.38 0.09 -3.90  -0.3539
C -1.74 -0.17 -3.78  -0.2117
C -2.46 -0.59 -4.90  -0.2100
C -1.82 -0.74 -6.12  -0.2053
C -0.46 -0.47 -6.23  -0.2288
C 0.26 -0.05 -5.13  -0.1189
H -0.91 2.84 -3.13  0.2394
H -2.36 4.77 -2.70  0.2176
H -3.43 5.10 -0.51  0.2133
H -3.77 4.26 1.86  0.2195
H -3.27 2.53 3.57  0.2281
H -1.79 0.61 2.95  0.2194
H -2.23 -0.04 -2.82  0.2300
H -3.52 -0.78 -4.81  0.2151
H -2.38 -1.06 -6.99  0.2158
H 0.03 -0.58 -7.19  0.2177
H 1.32 0.18 -5.21  0.2290

Its lowest unoccupied orbital energy (alpha / beta) is -0.19 / -0.67 eV. As for the multiplicity: 3. For the total energy, the calculation gives -2135.87292 Eh. The highest occupied orbital energy (alpha / beta) is -7.70 / -7.76 eV. Its expectation value of S² is 2.01. The orbital gap (alpha / beta) comes out at 7.51 / 7.09 eV.

***

What is the total energy in the second record? -2135.87292 Eh